{"formula": "C5H8N2O", "method": "ωB97M-V with the def2-TZVPD basis set", "orbital_gap_ev": 9.842, "smiles": "OC[C@@H]1[C@H]2N=CN[C@@H]12", "total_charge": 0, "mol_weight_g_mol": 112.13, "lumo_ev": 0.809, "species": ["H", "C", "H", "N", "H", "C", "H", "C", "H", "C", "N", "H", "H", "C", "H", "O"], "xyz": [[0.33880, -1.57503, -0.74368], [1.04533, 0.95982, -1.32796], [1.77014, -0.25003, 1.14201], [-1.33424, -1.37924, 0.71582], [-1.88759, -0.83056, 2.71788], [-0.09004, -0.95344, -0.01408], [-0.66390, 1.23934, -0.10880], [0.13657, 0.51210, -0.23933], [-0.41272, 1.36367, -2.44798], [0.70559, -0.17523, 1.02051], [-0.04123, -0.13464, 2.24477], [1.51753, 1.94568, -1.14655], [1.80658, 0.15653, -1.43706], [-1.11792, -0.75240, 1.99906], [-2.22475, -1.09937, 0.26236], [0.45185, 0.97279, -2.63697]]}